Formula: C44H97BBr2ClF7NO17PS
Source: OMol25
Level of theory: ωB97M-V/def2-TZVPD

Kohn-Sham gap in eV: 8.9
Highest occupied orbital energy in hartree: -0.3180
DFT total energy in eV: -275924.4062
Molecular weight in g/mol: 1314.3
Net charge: 0

Atoms and positions in Å:
C -5.17867 2.18794 2.21348
C -5.04032 0.84824 1.48570
C -3.72065 0.73085 0.67202
C -2.90152 -0.48597 1.13707
C -2.48651 -0.34715 2.60736
C -1.75458 -1.08776 0.26120
O -0.43715 -0.53371 0.45989
C 0.20148 0.71575 0.46636
Cl 1.46427 0.50448 1.79319
C -0.46373 2.07922 0.67064
C -0.86403 2.69057 1.99627
C 0.16936 2.91680 3.05238
N -0.25065 2.75044 4.40383
O 1.30803 3.29690 2.82631
C 1.02860 1.06360 -0.81068
C 1.97633 0.19800 -1.59001
O 1.94032 0.21230 -2.81169
Br 3.46132 -0.76721 -0.81771
C -1.66533 -2.66867 0.64417
C -2.51508 -3.06777 1.88845
O -0.31417 -2.96304 1.05236
C 0.25253 -4.00286 1.73228
Br 2.12818 -3.26321 2.11115
C -0.22280 -4.39006 3.13537
C 0.71472 -5.23622 4.00341
C 1.19859 -4.52787 5.27467
C 2.72102 -4.49760 5.45868
O 3.36378 -5.61694 4.85838
C 4.25744 -5.36248 3.89532
O 4.78540 -6.24972 3.24996
P 0.72802 -5.59104 0.83342
S -0.51254 -7.07114 1.13548
B -2.50055 -3.63300 -0.35005
C -2.12105 -4.97180 -1.05313
O -3.83492 -3.26762 -0.50074
C -2.04584 -0.84254 -1.25396
F -3.35915 -1.06421 -1.52077
F -1.87373 0.50558 -1.45960
C -1.26249 -1.50023 -2.48639
F -2.17261 -2.30890 -3.11566
F -0.98510 -0.51585 -3.37671
C 0.04530 -2.38037 -2.38541
F 0.90410 -1.96220 -3.33218
F 0.65911 -2.33647 -1.21730
F -0.24503 -3.66388 -2.67320
H -6.22073 2.45706 2.33286
H -4.70567 2.98788 1.65290
H -4.69606 2.13756 3.18343
H -5.88358 0.67794 0.82976
H -5.11142 0.07537 2.24920
H -3.26025 1.69968 0.72813
H -4.07608 0.64178 -0.34119
H -3.69325 -1.22018 1.11047
H -2.92954 0.51198 3.08185
H -1.41755 -0.36712 2.78647
H -2.89582 -1.16384 3.18567
H 0.17130 2.84076 0.24238
H -1.30349 2.14422 -0.00186
H -1.77265 2.32877 2.43694
H -1.15652 3.72670 1.79488
H -1.14366 2.27246 4.45150
H -0.43260 3.69003 4.74705
H 1.65587 1.85220 -0.40967
H 0.35489 1.53703 -1.51138
H -2.05001 -2.72251 2.79240
H -2.48636 -4.15436 1.93997
H -3.55959 -2.81118 1.83741
H -1.16216 -4.92111 3.05803
H -0.44604 -3.46885 3.66029
H 0.11830 -6.07343 4.34823
H 1.53527 -5.70832 3.48606
H 0.86283 -3.49670 5.30179
H 0.76910 -5.00081 6.14876
H 2.94412 -4.52875 6.51912
H 3.12028 -3.55228 5.10623
H 4.49737 -4.30914 3.72369
H 1.98640 -5.95575 1.30435
H 0.92614 -5.22327 -0.50502
H -1.08727 -5.23364 -1.18889
H -2.67870 -5.77415 -0.58208
H -2.54269 -4.88938 -2.05406
H -4.42140 -3.83717 -0.00675
C 4.11806 -4.02690 -5.44628
C 4.28932 -4.28778 -3.96095
O 3.48879 -3.41046 -3.17649
H 4.37608 -2.99382 -5.68053
H 4.75218 -4.69112 -6.03625
H 3.07933 -4.17779 -5.75015
H 5.32083 -4.11683 -3.65658
H 4.03154 -5.32726 -3.72595
H 2.57108 -3.54874 -3.42374
C 5.06750 3.76763 -0.53978
C 3.74614 4.51193 -0.50745
O 2.68038 3.67561 -0.05757
H 4.99465 2.89484 -1.18905
H 5.87070 4.40979 -0.90345
H 5.33451 3.41306 0.45813
H 3.46983 4.84861 -1.50529
H 3.81780 5.39137 0.14243
H 2.88741 3.36970 0.83455
C -9.59437 0.59933 -1.74169
C -8.67624 1.30884 -0.76260
O -7.32879 1.32908 -1.21889
H -9.25469 -0.42383 -1.90429
H -10.62080 0.57369 -1.37281
H -9.58856 1.10646 -2.70896
H -8.67090 0.79250 0.19706
H -9.02245 2.33515 -0.59623
H -7.30376 1.79639 -2.06235
C -0.15302 6.81747 -1.14334
C -0.82986 6.19737 0.06398
O -0.13103 5.03625 0.52607
H -0.08834 6.09143 -1.95417
H -0.69908 7.68772 -1.49860
H 0.86336 7.12772 -0.90175
H -1.83965 5.86999 -0.18488
H -0.89683 6.92590 0.87946
H 0.76615 5.30009 0.75665
C -0.05202 -6.73360 -5.34177
C -0.30210 -6.94434 -3.85930
O -0.22044 -8.31869 -3.49793
H -0.77223 -7.30157 -5.93039
H -0.13382 -5.67859 -5.60920
H 0.94590 -7.08277 -5.61803
H -1.30281 -6.61132 -3.58938
H 0.41859 -6.36910 -3.26508
H 0.66292 -8.62841 -3.71005
C 4.08501 4.66784 6.47127
C 2.64444 4.19709 6.55918
O 1.86863 4.64035 5.45547
H 4.12433 5.75613 6.42384
H 4.66310 4.33314 7.33401
H 4.56053 4.28105 5.56727
H 2.16735 4.59602 7.45360
H 2.60859 3.10295 6.61130
H 2.24953 4.27614 4.64737
C 1.87263 0.06925 7.63553
C 1.50674 -0.41564 6.24376
O 0.32841 0.20574 5.75054
H 1.05288 -0.12026 8.32891
H 2.76832 -0.43266 8.00593
H 2.05709 1.14449 7.63266
H 1.30751 -1.48764 6.26092
H 2.33287 -0.23326 5.54538
H 0.48128 1.16110 5.70395
C 0.57881 10.77868 -4.41626
C 0.72642 10.27551 -2.99227
O 1.05576 8.88813 -2.94600
H -0.18920 10.21046 -4.94078
H 0.30715 11.83476 -4.43389
H 1.51359 10.65516 -4.96758
H -0.21162 10.38385 -2.44964
H 1.49406 10.85030 -2.46336
H 1.88914 8.77076 -3.40878
C 7.36807 -1.32137 -5.50155
C 7.75987 -2.35206 -6.54603
O 9.10343 -2.15651 -6.98253
H 7.46891 -0.31567 -5.90922
H 6.33959 -1.46262 -5.16533
H 8.02521 -1.39007 -4.63154
H 7.12169 -2.27187 -7.42397
H 7.65850 -3.36465 -6.13936
H 9.67483 -2.23912 -6.21599
C -4.07445 1.01163 -5.03359
C -4.89009 1.26016 -3.78006
O -6.20866 1.73290 -4.08273
H -3.99800 1.92409 -5.62528
H -3.06949 0.67023 -4.78241
H -4.54939 0.25217 -5.65918
H -4.42463 2.02906 -3.16587
H -4.96242 0.34477 -3.18492
H -6.64603 1.06177 -4.61248